Record 1
{
  "formula": "C4H8O",
  "method": "the ωB97M-V functional and the def2-TZVPD basis",
  "symbols": ["C", "C", "C", "C", "O", "H", "H", "H", "H", "H", "H", "H", "H"],
  "xyz": [[1.510, 0.417, -0.902], [0.147, 0.602, -0.241], [-0.391, -0.672, 0.399], [-1.752, -0.475, 1.023], [-2.280, 0.603, 1.160], [1.476, -0.352, -1.683], [2.273, 0.119, -0.174], [1.842, 1.350, -1.369], [0.199, 1.384, 0.523], [-0.583, 0.956, -0.978], [-0.454, -1.499, -0.323], [0.280, -1.035, 1.194], [-2.267, -1.396, 1.371]],
  "atomic_forces_ev_per_a": [[0.07, -0.01, -0.02], [-0.03, 0.06, 0.00], [0.02, 0.06, -0.02], [-0.09, 0.26, 0.04], [0.16, -0.47, -0.06], [0.00, 0.10, 0.11], [-0.12, 0.03, -0.09], [-0.03, -0.15, 0.07], [0.00, -0.09, -0.11], [0.10, -0.04, 0.09], [-0.04, 0.12, 0.10], [-0.10, 0.03, -0.09], [0.07, 0.09, -0.01]],
  "smiles": "CCCC=O",
  "charge": 0,
  "homo_ev": -9.85
}

***

Record 2
{
  "formula": "CH3S",
  "method": "the ωB97M-V functional and the def2-TZVPD basis",
  "symbols": ["C", "S", "H", "H", "H"],
  "xyz": [[0.063, -0.134, -0.082], [-0.159, 1.687, 0.513], [-0.697, -0.716, 0.447], [-0.116, -0.088, -1.116], [0.910, -0.749, 0.238]],
  "atomic_forces_ev_per_a": [[-0.78, 0.84, 2.53], [0.59, -1.30, -0.21], [-0.64, 0.16, -0.48], [0.01, -0.52, -1.39], [0.82, 0.82, -0.46]],
  "smiles": "C[S-]",
  "charge": -1,
  "homo_ev": -1.95
}

***

Record 3
{
  "formula": "H3NO2",
  "method": "the ωB97M-V functional and the def2-TZVPD basis",
  "symbols": ["N", "O", "O", "H", "H", "H"],
  "xyz": [[0.909, 0.245, 0.049], [-0.301, 0.860, -0.052], [-1.352, -0.018, -0.035], [1.069, -0.446, -0.609], [1.163, -0.019, 0.984], [-1.694, -0.160, 0.854]],
  "atomic_forces_ev_per_a": [[0.48, 1.79, 1.25], [1.36, 1.64, 0.37], [-1.90, -2.14, -1.08], [-0.06, -1.58, -1.62], [-0.34, -0.20, 0.42], [0.46, 0.48, 0.66]],
  "smiles": "NOO",
  "charge": 0,
  "homo_ev": -10.25
}

***

In the order shown, the computed LUMO values come out to 1.06; 4.70; 1.01 eV.
In the order shown, the computed ΔE to the lowest compared entry with this formula, charge and spin values come out to 25.7; 31.2; 150.6 kJ/mol.